1.
This record from the OMol25 dataset describes C35H25BrF4N3O3PRuS2 as an isolated structure. The level of theory is wB97M-V/def2-TZVPD.

Properties
LUMO level   -0.2068 eV
Net charge   0
Gap between HOMO and LUMO   0.267 Ha

```
75
C35H25BrF4N3O3PRuS2 (wB97M-V/def2-TZVPD)
Ru 0.55011 0.93361 -1.21972
F 6.40752 -0.98197 2.16657
C 5.17077 -0.55170 1.94384
C 4.25113 -0.50412 2.97140
F 4.60742 -0.88313 4.19646
C 2.96343 -0.05131 2.72745
F 2.14938 0.00000 3.78783
C 2.53910 0.33835 1.46626
P 0.82954 0.95823 1.08149
C 1.05909 2.67083 1.64461
C 1.00741 3.64869 0.65542
C 1.22825 4.98190 0.96406
C 1.50415 5.34519 2.27422
C 1.55934 4.37457 3.26564
C 1.34291 3.04009 2.95606
C -0.20814 0.04126 2.25020
C -1.06891 0.65415 3.15188
C -1.84660 -0.12658 3.99476
C -1.77954 -1.51008 3.93261
C -0.93315 -2.12214 3.01820
C -0.14930 -1.35017 2.17631
C 3.49639 0.28681 0.45964
Br 3.08109 0.81061 -1.32677
C 4.78642 -0.14176 0.67857
F 5.68144 -0.18078 -0.30934
H 0.76485 3.37681 -0.37321
H 1.17990 5.73212 0.18521
H 1.67702 6.38400 2.52384
H 1.77330 4.65809 4.28831
H 1.38783 2.29150 3.73521
H -1.15416 1.73023 3.17756
H -2.51668 0.35280 4.69691
H -2.39173 -2.11145 4.59271
H -0.88056 -3.20170 2.95519
H 0.51779 -1.82474 1.46533
O -1.84090 2.53843 1.26594
N -2.11859 3.22380 0.22042
C -2.37240 4.55265 0.35365
C -2.72950 5.33611 -0.71438
C -2.83269 4.76260 -1.97607
C -2.54761 3.41923 -2.10853
C -2.17656 2.63157 -1.01899
S -1.81074 0.93385 -1.15876
H -2.27855 4.90517 1.36923
H -2.93148 6.38491 -0.54941
H -3.11954 5.35490 -2.83389
H -2.59610 2.92441 -3.06839
C -2.89534 -6.74562 -0.56807
C -1.90149 -5.64446 -0.81938
C -0.67451 -5.91248 -1.41670
C 0.25403 -4.90313 -1.62676
C -0.05507 -3.60837 -1.24251
C -1.27732 -3.31365 -0.64873
C -2.18990 -4.33362 -0.44185
S 1.15167 -2.32786 -1.44210
O 1.76107 -2.08895 -0.16272
O 2.00313 -2.69416 -2.54361
N 0.22624 -1.03963 -1.79914
C 0.05621 -0.71690 -3.14598
C -0.31650 -1.53313 -4.20743
C -0.49242 -0.93232 -5.43765
C -0.31313 0.44184 -5.58387
C 0.04803 1.18044 -4.47606
N 0.24104 0.60323 -3.29273
H -2.69558 -7.61217 -1.19691
H -3.91313 -6.40639 -0.76043
H -2.84878 -7.07130 0.47327
H -0.44173 -6.92457 -1.72571
H 1.20565 -5.10741 -2.09981
H -1.51352 -2.29348 -0.37115
H -3.14730 -4.10551 0.01169
H -0.46183 -2.59300 -4.05750
H -0.78155 -1.53171 -6.29114
H -0.45334 0.92610 -6.53918
H 0.19319 2.25237 -4.52335
```

2.
This record from the OMol25 dataset describes C35H25BrF6IrN3O3PS2Te as an isolated structure. The level of theory is wB97M-V/def2-TZVPD.

Properties
LUMO level (spin up / spin down)   0.3620 / -1.8978 eV
Net charge   0
Gap between HOMO and LUMO (spin up / spin down)   0.265 / 0.219 Ha
<S²>   8.775
Spin multiplicity   6

```
78
C35H25BrF6IrN3O3PS2Te (wB97M-V/def2-TZVPD)
Ir -1.59222 -0.02119 -0.10508
F -3.69618 6.32775 0.67268
C -3.85745 4.99011 0.58053
F -4.65511 4.77658 -0.47471
F -4.52639 4.60994 1.67470
C -2.52989 4.29274 0.43354
C -1.37040 5.04002 0.41516
C -0.14522 4.41832 0.20757
C -0.14323 3.05781 0.00889
N -1.25521 2.32076 0.05468
C -2.45168 2.89192 0.27739
S -3.79389 1.81033 0.35022
H -1.42423 6.11046 0.55210
H 0.77824 4.97896 0.18709
H 0.77376 2.52329 -0.20723
O -5.62753 -5.04623 1.10879
C -4.80934 -4.00122 0.86956
C -5.19705 -2.67575 1.03231
C -4.27519 -1.69100 0.76473
N -3.02673 -1.93823 0.34231
C -2.68071 -3.21206 0.18972
Br -0.94546 -3.58276 -0.43821
C -3.52230 -4.27780 0.43995
H -6.48067 -4.73289 1.43147
H -6.19365 -2.41439 1.36551
H -4.52445 -0.64981 0.92117
H -3.19233 -5.29694 0.30531
F -1.01410 0.79453 4.64513
C -1.17871 -0.51760 4.38587
F -2.41161 -0.85349 4.80512
F -0.30356 -1.18144 5.14372
C -1.00681 -0.82390 2.87134
O -0.20417 -1.68786 2.55436
O -1.76651 -0.08484 2.16839
N 0.24140 -0.35484 -0.28614
P 1.78289 -0.38747 0.02016
C 2.44849 -2.05315 -0.10048
C 2.28551 -2.93527 0.96876
C 2.70456 -4.25020 0.83705
C 3.27273 -4.68781 -0.35394
C 3.42544 -3.81282 -1.42181
C 3.01278 -2.49345 -1.29712
C 2.27408 0.23000 1.63947
C 1.40234 1.05718 2.34301
C 1.77127 1.56141 3.57996
C 3.01196 1.24141 4.11601
C 3.88069 0.40977 3.42106
C 3.51196 -0.10268 2.18585
C 2.65293 0.62770 -1.21602
C 3.99580 0.97632 -1.07822
C 4.60933 1.77470 -2.03088
C 3.88761 2.22967 -3.12776
C 2.55185 1.88298 -3.27365
C 1.93327 1.08477 -2.31896
H 1.80059 -2.59782 1.87782
H 2.58116 -4.93878 1.66363
H 3.59170 -5.71791 -0.45293
H 3.86591 -4.15704 -2.34934
H 3.13221 -1.80520 -2.12554
H 0.41950 1.26793 1.93966
H 1.08044 2.18313 4.13497
H 3.29447 1.62477 5.08821
H 4.84028 0.14770 3.84921
H 4.18037 -0.77606 1.66226
H 4.56448 0.63008 -0.22413
H 5.65044 2.04793 -1.91615
H 4.36776 2.85964 -3.86688
H 1.98638 2.23324 -4.12794
H 0.88756 0.81785 -2.41402
Te -3.26389 0.34894 -2.24761
C -2.17530 0.24168 -4.03086
C -0.99392 -0.41946 -4.24801
C -0.56823 -0.35900 -5.60364
C -1.42730 0.35499 -6.38614
S -2.75545 0.94290 -5.48720
H -0.45380 -0.92716 -3.45715
H 0.33332 -0.82534 -5.97758
H -1.34555 0.57065 -7.44101
```

3.
This record from the OMol25 dataset describes C35H25BrFMnN11O6Se as an isolated structure. The level of theory is wB97M-V/def2-TZVPD.

Properties
LUMO level (spin up / spin down)   -2.9057 / -2.0251 eV
Net charge   0
Gap between HOMO and LUMO (spin up / spin down)   0.092 / 0.228 Ha
<S²>   8.843
Spin multiplicity   6

```
81
C35H25BrFMnN11O6Se (wB97M-V/def2-TZVPD)
Mn 0.37293 0.14643 -0.18553
Se 7.13947 -2.82889 -2.13046
N 6.16252 -2.79199 -0.66056
C 5.07179 -2.07969 -0.88782
C 4.04876 -1.83364 0.08461
C 4.13232 -2.26290 1.40929
C 3.08883 -1.97522 2.26565
C 1.98698 -1.27537 1.78406
N 1.88330 -0.84340 0.53489
C 2.90583 -1.10411 -0.31839
C 2.78589 -0.59532 -1.65021
N 1.64174 0.06796 -1.95067
C 1.51690 0.58391 -3.16266
C 2.49880 0.47517 -4.14664
C 3.65776 -0.22294 -3.87154
C 3.81724 -0.78246 -2.60370
C 4.96181 -1.55289 -2.21505
N 5.96753 -1.85200 -3.01950
H 5.00850 -2.80005 1.73023
H 3.11372 -2.28413 3.29848
H 1.15908 -1.05336 2.44521
H 0.59698 1.11597 -3.36596
H 2.33975 0.93434 -5.10864
H 4.44195 -0.34936 -4.60187
O -4.56296 -4.67665 2.67360
N -4.14597 -4.99437 1.56397
O -4.54356 -5.98982 0.96641
C -3.15452 -4.20723 0.91860
C -2.67107 -4.69863 -0.28462
C -1.64626 -4.06019 -0.98432
C -1.10109 -4.59255 -2.17865
C -0.05192 -3.94528 -2.76766
C 0.42913 -2.76405 -2.18855
N -0.08576 -2.21132 -1.10232
C -1.10237 -2.84061 -0.49600
C -1.66696 -2.26230 0.69544
N -1.21201 -1.05485 1.07384
C -1.67557 -0.51474 2.19255
C -2.60288 -1.14212 3.00879
C -3.09799 -2.37227 2.63598
C -2.65851 -2.96471 1.43742
H -3.09227 -5.61384 -0.67042
H -1.51573 -5.49930 -2.59156
H 0.41766 -4.31680 -3.66742
H 1.26374 -2.26085 -2.65101
H -1.26956 0.45279 2.45412
H -2.92667 -0.66515 3.92006
H -3.81207 -2.89027 3.25291
F -3.09658 4.55719 1.93080
C -1.81814 4.77180 2.31443
C -1.07500 3.73724 2.75499
N 0.20181 3.89697 3.18078
C 1.02041 2.75247 3.50237
C 1.28288 1.80506 2.28786
O 2.39083 1.31167 2.18868
O 0.28150 1.57988 1.54252
C 0.76782 5.16357 3.28530
O 1.84468 5.36194 3.78674
N -0.01790 6.18222 2.79592
C -1.29392 6.12607 2.24367
O -1.83866 7.10353 1.79167
H -1.47667 2.73496 2.77669
H 0.54055 2.14837 4.28129
H 1.98517 3.11560 3.86666
H 0.40603 7.10291 2.84128
Br 1.62461 2.99120 -0.86200
C -2.88914 4.30268 -1.34483
C -2.47886 2.88514 -1.45579
C -2.90243 1.88870 -2.31824
C -2.10956 0.77141 -2.04702
N -1.24416 1.06233 -1.06327
N -1.50745 2.33877 -0.70984
C -2.18680 -0.54584 -2.73410
H -3.61329 4.53517 -2.12044
H -2.02219 4.95188 -1.45945
H -3.33601 4.51484 -0.37625
H -3.67944 1.95671 -3.05117
H -0.94588 2.79033 0.00447
H -2.85881 -0.47554 -3.58582
H -2.56774 -1.30777 -2.05409
H -1.20288 -0.86243 -3.07817
```

4.
This record from the OMol25 dataset describes C35H25Cl2F5N8O9Yb as an isolated structure. The level of theory is wB97M-V/def2-TZVPD.

Properties
LUMO level (spin up / spin down)   0.4591 / 0.4591 eV
Net charge   -1
Gap between HOMO and LUMO (spin up / spin down)   0.204 / 0.204 Ha
<S²>   0.751
Spin multiplicity   2

```
85
C35H25Cl2F5N8O9Yb (wB97M-V/def2-TZVPD)
Yb 0.17469 -0.59760 -0.17477
Cl 0.68783 -4.34350 5.81496
C 1.08602 -3.92278 4.11270
C 0.05497 -3.43794 3.35501
C 0.38752 -2.88928 2.06935
N -0.53213 -2.41682 1.18233
C -1.84339 -2.77017 1.20109
O -2.46627 -3.38660 2.02390
C -2.53435 -2.49038 -0.13850
C -3.81751 -2.85903 -0.34834
C -4.26823 -2.93737 -1.69329
C -3.39440 -2.63539 -2.73529
C -2.12406 -2.13882 -2.37007
N -1.70998 -2.09189 -1.11324
C 1.77219 -2.85091 1.67209
C 2.72819 -3.41121 2.46319
C 2.39497 -4.01281 3.69946
Cl 3.70035 -4.80956 4.61361
N 1.95837 -2.08995 0.46220
C 2.91889 -2.39418 -0.36953
O 3.89469 -3.13806 -0.18219
C 2.84816 -1.75703 -1.76743
C 3.98902 -1.69770 -2.54768
C 3.87013 -1.24521 -3.83502
C 2.59519 -0.90923 -4.31860
C 1.53424 -0.99847 -3.46167
N 1.67481 -1.36747 -2.20459
H -0.97592 -3.46555 3.70646
H -4.36317 -3.14392 0.55578
H -5.26483 -3.25179 -1.90401
H -3.91168 -2.81562 -3.71289
H -1.33601 -1.83752 -3.12343
H 3.76124 -3.64566 2.11710
H 4.92986 -1.96726 -2.14595
H 4.69828 -1.15485 -4.55047
H 2.51092 -0.57929 -5.32851
H 0.51883 -0.75266 -3.84623
F 6.98933 2.46659 -0.44831
C 5.69610 2.07039 -0.53599
C 4.91595 2.18580 -1.61021
F 5.45452 2.57942 -2.72079
C 3.53326 1.85708 -1.52901
F 2.76353 2.14468 -2.60174
C 2.89300 1.30432 -0.41548
O 1.65511 0.98164 -0.38623
C 3.78346 1.19467 0.67396
F 3.35686 0.67362 1.82375
C 5.09704 1.59267 0.61257
F 5.80122 1.48431 1.78360
C -1.80697 2.12502 4.47290
C -0.43657 1.56671 3.94610
C 0.73097 2.62185 3.73307
C 0.05283 0.52884 4.91879
N -0.77331 0.87839 2.73487
N 0.30240 0.25285 2.06045
H -1.64086 2.48228 5.48273
H -2.52949 1.28388 4.45958
H -2.29528 3.03849 4.00504
H 1.11503 3.01032 4.71054
H 0.46778 3.47918 3.09556
H 1.58907 2.04412 3.36767
H 0.07690 1.00307 5.90388
H 1.04193 0.19413 4.64797
H -0.56324 -0.39744 5.01698
H -1.24920 1.48079 2.05832
H 0.60757 -0.61470 2.46768
H 1.11739 0.80417 1.96771
O -1.52154 1.16398 -0.14777
C -1.40700 1.23017 -1.37396
O -0.52419 0.53769 -2.00278
C -2.49201 1.92413 -2.09816
C -3.74763 2.06357 -1.51706
C -4.72269 2.75144 -2.19479
C -4.57414 3.19433 -3.53271
C -3.36489 3.05497 -4.10278
C -2.32108 2.45179 -3.43488
N -3.20396 3.38690 -5.49208
O -2.04904 3.40720 -5.95762
O -4.14215 3.61497 -6.19278
N -6.04239 3.08089 -1.58655
O -6.95339 3.24291 -2.43028
O -6.07838 3.14185 -0.39149
H -3.87872 1.78787 -0.48227
H -5.48505 3.65119 -3.96969
H -1.38550 2.21047 -3.96582
```

Molecular weight values, unit g mol⁻¹, following the record order: 887.7, 1144.4, 928.5, 1040.6.
Relative energy (zero: lowest compared OMol25 entry of this formula, charge and spin) values, unit eV, following the record order: 1.955, 0.302, 1.549, 0.252.
Strongest force on any atom values, unit eV/Å, following the record order: 0.72, 0.48, 2.10, 3.73.